(1)
{
  "formula": "C40H40ClN2OP2RuS",
  "method": "ωB97M-V/def2-TZVPD",
  "symbols": ["C", "H", "C", "H", "C", "Ru", "H", "C", "H", "H", "H", "C", "C", "N", "H", "H", "C", "H", "C", "H", "C", "C", "H", "H", "H", "H", "C", "H", "C", "C", "C", "H", "H", "C", "H", "H", "C", "H", "C", "C", "C", "C", "C", "N", "H", "H", "C", "C", "H", "C", "H", "H", "H", "C", "C", "S", "C", "C", "C", "H", "H", "C", "C", "H", "C", "C", "H", "H", "O", "H", "C", "P", "H", "H", "C", "C", "C", "H", "H", "C", "C", "H", "H", "H", "C", "Cl", "H", "P"],
  "positions_angstrom": [[2.579, -4.224, -0.489], [3.815, 1.054, -0.489], [-0.367, 5.192, 1.345], [-3.272, -3.369, -1.939], [3.637, 0.365, 1.567], [1.441, 0.762, 1.027], [-0.973, 1.648, -3.594], [3.747, -0.687, 3.760], [-2.951, -1.304, -0.518], [-2.000, 1.975, 0.567], [1.088, 3.685, 0.768], [1.184, -3.565, 1.831], [-2.722, -4.129, -4.389], [-0.259, -0.795, -0.778], [3.649, -1.559, 4.393], [0.613, -0.578, -3.606], [4.303, 1.654, 3.523], [-4.548, 3.682, -2.421], [1.268, 1.047, -2.348], [-2.645, -4.266, -5.465], [-1.345, -1.507, 1.678], [1.072, -2.766, 0.690], [-3.740, -3.835, 2.197], [2.061, -5.327, 2.677], [3.275, -5.929, 0.609], [-0.793, -1.597, -2.652], [1.298, 0.251, -3.491], [-3.021, 2.876, -4.188], [-0.790, 3.494, 3.449], [-1.318, 5.523, 2.299], [-1.366, 1.723, -1.475], [-2.810, -0.343, -1.988], [-0.973, -2.682, -1.290], [4.182, 0.512, 4.310], [-0.877, 2.777, 4.252], [3.129, -4.477, -1.386], [2.212, 0.523, -4.501], [4.160, 2.459, 1.551], [-3.167, -0.577, 2.946], [-2.619, -1.328, -1.561], [-1.128, -1.650, -1.619], [2.666, -5.035, 0.636], [2.146, 2.128, -2.246], [0.102, 3.179, 2.495], [3.794, 1.801, -5.180], [3.725, 3.247, -3.172], [-3.432, -2.363, -2.330], [-1.643, 1.988, -2.814], [-4.491, -2.126, -2.253], [4.029, 1.582, 2.176], [-4.043, 3.236, -0.042], [-0.158, 5.845, 0.509], [-1.530, -3.587, 1.135], [-3.231, -2.881, 2.234], [-3.819, -1.803, 2.884], [-3.001, -2.364, -4.105], [-1.988, -2.743, 1.635], [3.469, -0.759, 2.408], [-1.928, -0.427, 2.345], [3.331, -0.711, -0.294], [-1.399, 0.519, 2.391], [1.977, -4.703, 1.797], [3.049, 2.406, -3.260], [-3.624, 0.253, 3.468], [3.440, 0.269, 0.156], [-2.797, 2.681, -3.148], [2.233, -0.099, -5.386], [0.652, -3.304, 2.738], [0.752, 2.024, 2.612], [-3.567, -4.708, -4.020], [-1.514, 4.663, 3.368], [0.117, 0.851, -0.967], [-2.227, 4.889, 4.148], [4.626, 2.581, 3.976], [-2.226, 2.182, -0.475], [-3.657, 3.129, -2.153], [-3.373, 2.881, -0.815], [1.725, -2.441, -1.334], [-4.787, -1.921, 3.353], [3.086, 1.594, -4.387], [0.334, 4.013, 1.466], [3.172, -1.701, 1.964], [-1.800, -4.464, -3.917], [-1.890, 6.437, 2.213], [1.792, -3.082, -0.462], [4.586, 0.583, 5.971], [2.109, 2.764, -1.367], [0.184, -1.218, 0.795]],
  "total_charge": 2,
  "multiplicity": 2,
  "orbital_gap_ev": [5.876, 5.777],
  "max_force_ev_per_a": 2.18,
  "s_squared": 0.7697,
  "e_above_lowest_kj_mol": 142.4
}

(2)
{
  "formula": "C23H29ClN4O4",
  "method": "ωB97M-V/def2-TZVPD",
  "symbols": ["H", "C", "O", "H", "H", "C", "O", "H", "C", "C", "C", "H", "H", "C", "H", "H", "C", "C", "H", "N", "C", "O", "N", "C", "C", "H", "C", "C", "C", "C", "H", "C", "C", "H", "H", "H", "C", "H", "H", "N", "C", "C", "Cl", "H", "C", "H", "H", "H", "H", "C", "O", "N", "C", "H", "H", "H", "H", "H", "H", "H", "H"],
  "positions_angstrom": [[7.041, 2.336, 1.313], [1.667, -0.740, -3.032], [0.475, 1.015, -1.440], [2.718, 1.319, 1.740], [2.061, -1.555, -3.643], [-5.096, 2.292, -1.204], [2.464, -1.325, -0.848], [-0.547, -2.531, 0.016], [5.930, 2.476, -0.518], [2.101, 1.388, 2.634], [-4.204, 0.486, 0.705], [1.736, 2.407, 2.729], [-0.431, -1.150, -3.408], [-1.795, 0.893, -0.026], [0.582, -1.716, 2.433], [-3.862, -0.194, 1.467], [0.253, -1.081, -2.560], [-2.122, -1.404, -0.971], [-3.039, 2.560, -1.689], [-1.376, -0.167, -0.959], [2.556, -0.585, -1.805], [-1.868, 0.149, 2.310], [5.014, 1.975, -1.326], [5.657, 0.707, 1.043], [-5.559, 0.733, 0.570], [-6.271, 0.228, 1.205], [-3.280, 1.139, -0.103], [4.402, 0.848, -0.972], [-6.000, 1.631, -0.387], [-3.744, 2.043, -1.054], [-3.172, -1.163, -0.796], [4.697, 0.165, 0.208], [0.938, 0.409, 2.542], [-1.284, 1.797, -0.378], [-3.763, -4.848, 0.357], [6.392, 3.394, -0.858], [1.423, -1.031, 2.372], [0.275, -2.039, -2.040], [2.718, 1.158, 3.498], [0.103, 0.786, 1.415], [-1.217, 0.567, 1.372], [-1.629, -2.396, 0.106], [-7.693, 1.933, -0.567], [3.403, 1.053, -2.695], [-0.204, 0.008, -1.605], [4.190, -0.753, 0.449], [0.586, 1.053, 0.565], [-3.625, -3.423, 1.419], [0.309, 0.481, 3.436], [-3.520, -3.788, 0.391], [-2.188, -3.676, -0.051], [3.464, 0.423, -1.906], [6.289, 1.888, 0.683], [-1.851, -1.999, 1.104], [-5.447, 2.994, -1.943], [2.134, -1.284, 3.153], [1.660, 0.177, -3.618], [-2.044, -1.879, -1.950], [-4.215, -3.239, -0.253], [5.909, 0.209, 1.968], [1.900, -1.154, 1.402]],
  "total_charge": 0,
  "smiles": "COCCN(C(=O)CCC(=O)Nc1ccccn1)[C@H](C(=O)NC(C)C)c1ccc(Cl)cc1",
  "orbital_gap_ev": 9.570,
  "max_force_ev_per_a": 0.69,
  "e_above_lowest_kj_mol": 0.0
}

(3)
{
  "formula": "C24H27ClN4O",
  "method": "ωB97M-V/def2-TZVPD",
  "symbols": ["C", "H", "N", "C", "C", "H", "H", "H", "H", "H", "H", "N", "H", "C", "H", "H", "C", "C", "C", "C", "H", "H", "H", "C", "H", "H", "H", "N", "C", "H", "C", "C", "N", "H", "H", "C", "O", "H", "C", "C", "H", "C", "C", "H", "C", "H", "H", "C", "C", "C", "C", "Cl", "H", "C", "H", "H", "C"],
  "positions_angstrom": [[-0.609, -2.904, -2.972], [0.455, 0.901, 0.611], [-1.276, -1.831, -0.351], [0.614, -3.817, -4.975], [-1.031, -3.253, -0.509], [1.733, -4.527, -6.654], [-0.969, -1.901, -2.735], [-3.779, 0.210, 0.640], [-3.437, 4.501, -0.939], [-2.906, 0.221, -0.895], [0.754, -1.420, -0.175], [-0.204, 3.158, 2.024], [0.052, -4.599, -1.791], [3.296, 2.936, 5.644], [0.525, 3.843, 1.878], [-0.071, 2.682, 5.750], [0.930, 2.728, 5.350], [-0.380, 0.375, 0.145], [-1.707, 0.786, 0.789], [1.373, -1.773, -4.000], [4.155, 3.067, 6.284], [-1.988, -3.733, -0.730], [-0.630, -3.708, 0.414], [-1.266, 3.246, 1.121], [3.325, -2.643, -6.615], [3.088, -0.876, -4.908], [-1.479, 5.407, 0.740], [-2.862, 2.620, -0.272], [-2.528, -1.520, 0.310], [-2.501, -1.787, 1.383], [2.395, -1.704, -4.929], [2.529, -2.695, -5.887], [-1.945, 2.200, 0.594], [0.908, -3.100, -1.456], [-0.122, -1.384, 1.371], [1.088, 2.608, 3.971], [-1.056, 1.693, 3.538], [-1.669, 0.591, 1.867], [2.380, 2.628, 3.450], [-0.075, -3.521, -1.673], [-3.324, -2.097, -0.165], [-1.781, 4.397, 0.551], [2.020, 2.900, 6.182], [-0.407, 0.631, -0.916], [-2.781, 3.935, -0.307], [-1.449, -3.496, -3.337], [4.469, 2.794, 3.854], [1.635, -3.752, -5.908], [-0.159, 2.420, 3.164], [-2.831, -0.031, 0.162], [0.469, -2.828, -4.012], [2.675, 2.400, 1.753], [1.268, -0.996, -3.255], [3.478, 2.789, 4.280], [1.876, 3.001, 7.246], [-0.081, -4.645, -4.998], [-0.186, -1.129, 0.296]],
  "total_charge": 0,
  "smiles": "O=C(Nc1ccnn1C1CCN(CCCc2ccccc2)CC1)c1ccccc1Cl",
  "orbital_gap_ev": 8.799,
  "max_force_ev_per_a": 0.84,
  "e_above_lowest_kj_mol": 37.8
}

(4)
{
  "formula": "C23H16FN2NiO6PS5",
  "method": "ωB97M-V/def2-TZVPD",
  "symbols": ["H", "H", "H", "S", "C", "C", "C", "O", "C", "H", "O", "C", "C", "N", "O", "C", "C", "C", "S", "H", "H", "N", "H", "C", "H", "O", "C", "C", "C", "C", "F", "C", "P", "H", "O", "C", "S", "S", "C", "H", "S", "C", "H", "C", "H", "C", "H", "Ni", "C", "O", "H", "C", "C", "H", "H"],
  "positions_angstrom": [[1.145, -2.932, -1.568], [-2.166, 2.709, -3.247], [-3.412, 1.632, -1.414], [-1.151, -0.490, 3.623], [1.003, 0.995, 4.369], [-0.608, 1.878, -0.751], [-3.076, 0.594, -1.331], [1.009, -0.511, 0.628], [0.103, -0.002, 4.667], [-1.868, 3.197, -5.641], [1.637, -0.467, -1.518], [0.594, 2.392, -1.243], [-0.130, 0.308, -5.464], [2.506, -4.795, 1.502], [-2.144, -0.308, 0.619], [-0.608, 3.639, 0.915], [-3.259, 0.032, 0.115], [1.980, -4.657, 2.787], [2.157, 1.388, 5.638], [3.276, -5.448, 1.407], [2.120, 3.876, -1.056], [1.079, -3.290, 0.464], [0.450, -0.364, -6.084], [-1.048, 0.882, -3.305], [-1.080, 4.130, 1.757], [2.425, -5.316, 3.708], [0.583, 4.132, 0.413], [1.181, 3.502, -0.668], [0.903, -3.697, 2.792], [1.589, 0.251, 6.827], [0.272, -3.482, 3.963], [-1.424, 2.306, -5.211], [-1.249, 0.336, -1.536], [-0.305, -2.324, 1.694], [2.648, -4.467, -0.725], [-1.199, 2.506, 0.357], [2.240, 0.138, 8.334], [1.034, 1.855, 2.906], [2.118, -4.181, 0.330], [1.054, 4.991, 0.874], [0.266, -0.728, 6.264], [-1.598, 2.027, -3.867], [-0.396, -2.476, -0.762], [-0.317, 0.026, -4.123], [-0.547, 1.675, -7.065], [1.162, -0.982, -0.517], [0.122, -0.856, -3.679], [-0.466, 0.451, 1.629], [0.693, -2.501, -0.675], [-4.374, -0.059, 0.604], [1.077, 1.887, -2.067], [-0.685, 1.452, -6.013], [0.501, -3.052, 1.668], [-2.179, 2.206, 0.726], [-3.638, -0.008, -2.051]],
  "total_charge": -2,
  "multiplicity": 3,
  "orbital_gap_ev": [5.744, 5.823],
  "max_force_ev_per_a": 2.16,
  "s_squared": 2.0086,
  "e_above_lowest_kj_mol": 136.9
}